The following is a quantum chemistry calculation of C10H16S in the gas phase, from the OMol25 dataset.

Positions of all 27 atoms, in Å:
1 C 1.814 -0.300 0.150
2 C 0.638 -0.597 0.747
3 C 0.869 -0.239 -2.172
4 C -0.379 -0.906 -1.579
5 C 1.910 0.075 -1.240
6 C -0.536 -0.305 -0.131
7 C -0.570 1.210 -0.066
8 C 0.327 -1.147 2.123
9 C -1.823 -0.857 0.520
10 C 0.309 2.060 0.882
11 S -2.084 2.051 -0.415
12 H 2.709 -0.117 0.615
13 H 1.271 -0.844 -3.015
14 H 0.444 0.668 -2.618
15 H -1.235 -0.453 -2.057
16 H -0.068 -1.992 -1.500
17 H 2.783 0.508 -1.654
18 H 1.233 -1.337 2.663
19 H -0.115 -2.058 1.952
20 H -0.368 -0.506 2.788
21 H -2.726 -0.492 -0.038
22 H -1.838 -0.609 1.638
23 H -1.692 -1.940 0.529
24 H 0.144 1.976 1.955
25 H -0.099 3.081 0.632
26 H 1.409 1.818 0.750
27 H -2.328 1.253 -1.458

Cartesian forces (eV/Å) of the 3 atoms listed first:
-0.15 0.54 -2.95
-0.59 -0.93 0.20
-1.75 -0.06 -1.90

Values from the calculation:
Multiplicity = 3
Kohn-Sham gap (spin up / spin down) = 7.36 / 9.32 eV
E_tot = -788.6427 Ha
⟨S²⟩ = 2.04
ΔE to the lowest compared entry with this formula, charge and spin = 0.0 kcal per mole
LUMO level (spin up / spin down) = 0.77 / -0.12 eV
Maximum force = 3.240 eV/A

Okay, here come the Mulliken numbers, in e, for every atom:
1. C -1.036
2. C 0.290
3. C -0.589
4. C -0.797
5. C -0.709
6. C 1.889
7. C 0.026
8. C -1.834
9. C -1.478
10. C -1.311
11. S -0.205
12. H 0.516
13. H 0.448
14. H 0.254
15. H 0.328
16. H 0.379
17. H 0.477
18. H 0.452
19. H 0.434
20. H 0.292
21. H 0.379
22. H 0.248
23. H 0.439
24. H 0.227
25. H 0.496
26. H 0.248
27. H 0.139

The following is a quantum chemistry calculation of C10H16Si in the gas phase, from the OMol25 dataset.

Positions of all 27 atoms, in Å:
1 C 1.255 -2.139 -1.684
2 C 0.075 -1.501 -1.014
3 C -1.224 -1.868 -1.169
4 C -2.050 -0.972 -0.397
5 C -3.620 -0.901 -0.321
6 C -1.334 0.001 0.188
7 C -1.931 1.194 0.924
8 C 0.034 -0.143 0.054
9 Si 1.501 0.766 0.467
10 C 3.213 0.327 -0.118
11 C 1.306 2.499 1.269
12 H 1.809 -2.846 -0.897
13 H 1.969 -1.255 -1.733
14 H 1.091 -2.804 -2.605
15 H -1.460 -2.805 -1.696
16 H -3.909 -1.952 -0.027
17 H -3.980 -0.617 -1.415
18 H -3.940 -0.260 0.490
19 H -2.166 1.880 0.047
20 H -1.153 1.708 1.632
21 H -2.853 0.950 1.492
22 H 3.566 -0.482 0.475
23 H 3.157 -0.020 -1.200
24 H 3.864 1.239 0.018
25 H 1.423 2.332 2.363
26 H 2.070 3.113 0.781
27 H 0.397 3.142 1.140

Cartesian forces (eV/Å) of the 3 atoms listed first:
2.02 -0.53 2.15
-0.77 1.28 1.32
1.28 -0.18 0.42

Values from the calculation:
Kohn-Sham gap = 6.85 eV
E_tot = -679.9925 Ha
SMILES = CC1=CC(C)=C(C)C1=[Si](C)C
ΔE to the lowest compared entry with this formula, charge and spin = 101.8 kcal per mole
LUMO level = 0.08 eV
Maximum force = 5.702 eV/A

Okay, here come the Mulliken numbers, in e, for every atom:
1. C -0.584
2. C 0.391
3. C -1.143
4. C 0.672
5. C -1.135
6. C 0.747
7. C -1.418
8. C -0.124
9. Si 0.303
10. C -1.147
11. C -1.177
12. H 0.198
13. H -0.171
14. H 0.363
15. H 0.334
16. H 0.302
17. H 0.235
18. H 0.299
19. H 0.250
20. H 0.200
21. H 0.392
22. H 0.386
23. H 0.397
24. H 0.324
25. H 0.391
26. H 0.330
27. H 0.387

The following is a quantum chemistry calculation of C10H17AlCl2INOP as an isolated structure, from the OMol25 dataset.

Positions of all 34 atoms, in Å:
1 C -2.500 -0.864 3.495
2 N -1.607 0.333 3.257
3 C -0.225 -0.053 2.765
4 Al -0.271 0.262 0.697
5 C -2.257 -0.126 0.161
6 C -3.391 1.009 0.519
7 C -4.972 0.690 0.141
8 C -5.286 -0.764 -0.575
9 C -4.142 -1.897 -0.943
10 C -2.576 -1.577 -0.568
11 P 1.188 -1.340 -0.197
12 O 2.140 -1.923 1.183
13 I 2.860 -0.276 -1.677
14 H -2.749 -1.497 2.542
15 H -2.066 -1.629 4.303
16 H -3.542 -0.427 3.878
17 H -1.546 0.932 4.113
18 H 0.646 0.543 3.290
19 H -0.073 -1.207 2.950
20 H 0.109 1.750 0.297
21 H -3.062 2.018 1.060
22 H -5.799 1.488 0.427
23 H -6.413 -1.012 -0.812
24 H -4.376 -2.954 -1.434
25 H -1.661 -2.289 -0.748
26 H 2.345 -2.899 1.072
27 Cl 4.218 1.518 -4.468
28 C 5.805 1.046 -3.809
29 C 6.598 2.242 -3.309
30 Cl 7.135 3.298 -4.639
31 H 6.347 0.500 -4.588
32 H 5.611 0.356 -2.983
33 H 7.499 1.901 -2.792
34 H 6.014 2.849 -2.609

Cartesian forces (eV/Å) of the 3 atoms listed first:
-0.93 0.17 0.82
0.00 -0.78 0.78
0.66 -1.02 0.02

Values from the calculation:
Kohn-Sham gap = 6.53 eV
Net charge = -1
E_tot = -2322.8760 Ha
LUMO level = 2.41 eV
Maximum force = 5.520 eV/A

Okay, here come the Mulliken numbers, in e, for every atom:
1. C -0.782
2. N -0.243
3. C -0.616
4. Al 0.026
5. C 0.272
6. C -0.230
7. C -0.394
8. C -0.312
9. C -0.385
10. C -0.219
11. P 0.107
12. O -0.561
13. I -0.140
14. H 0.198
15. H 0.296
16. H 0.273
17. H 0.234
18. H 0.269
19. H 0.160
20. H -0.274
21. H 0.229
22. H 0.241
23. H 0.229
24. H 0.236
25. H 0.140
26. H 0.302
27. Cl -0.164
28. C -0.324
29. C -0.448
30. Cl -0.199
31. H 0.309
32. H 0.158
33. H 0.295
34. H 0.317

The following is a quantum chemistry calculation of C10H17AuN3O5S as an isolated structure, from the OMol25 dataset.

Positions of all 37 atoms, in Å:
1 Au 1.363 -0.798 -0.587
2 O -0.027 -2.846 -0.853
3 C -0.889 -2.986 -1.982
4 C -1.858 -1.798 -2.110
5 N -1.178 -0.497 -2.316
6 C -0.681 -0.238 -3.457
7 C 2.206 -0.875 -3.708
8 O 2.347 -0.211 -4.644
9 O 2.246 -1.583 -2.783
10 C -1.553 0.618 -1.416
11 C -1.527 0.277 0.098
12 O -2.558 0.524 0.707
13 O -0.460 -0.199 0.612
14 H -0.588 -2.863 -0.065
15 H -1.481 -3.899 -1.896
16 H -0.235 -3.082 -2.849
17 H -2.451 -1.716 -1.200
18 H -2.543 -1.968 -2.941
19 H -0.495 0.798 -3.719
20 H -0.810 -0.957 -4.259
21 H -2.569 0.936 -1.652
22 H -0.867 1.443 -1.608
23 S 3.011 0.583 0.458
24 C 1.992 1.080 1.780
25 N 1.768 0.266 2.796
26 C 0.857 0.571 3.901
27 C -0.158 1.605 3.448
28 C 0.566 2.787 2.827
29 N 1.471 2.298 1.784
30 H 2.197 -0.642 2.740
31 H 1.437 0.935 4.752
32 H 0.366 -0.356 4.194
33 H -0.743 1.941 4.303
34 H -0.839 1.164 2.720
35 H 1.138 3.340 3.576
36 H -0.137 3.475 2.362
37 H 1.679 2.874 0.987

Cartesian forces (eV/Å) of the 3 atoms listed first:
0.69 0.40 0.87
-0.46 -0.13 -0.42
0.15 0.37 0.31

Values from the calculation:
Kohn-Sham gap = 5.86 eV
Net charge = +1
E_tot = -1465.3734 Ha
ΔE to the lowest compared entry with this formula, charge and spin = 25.4 kcal per mole
LUMO level = -5.03 eV
Maximum force = 1.873 eV/A

Okay, here come the Mulliken numbers, in e, for every atom:
1. Au 0.506
2. O -0.499
3. C -0.546
4. C -0.829
5. N 0.458
6. C -0.541
7. C 0.792
8. O -0.345
9. O -0.412
10. C -0.712
11. C 0.655
12. O -0.671
13. O -0.561
14. H 0.345
15. H 0.378
16. H 0.334
17. H 0.361
18. H 0.511
19. H 0.372
20. H 0.401
21. H 0.331
22. H 0.389
23. S -0.427
24. C 0.116
25. N -0.023
26. C -0.649
27. C -0.207
28. C -0.656
29. N -0.106
30. H 0.254
31. H 0.320
32. H 0.396
33. H 0.400
34. H -0.092
35. H 0.313
36. H 0.402
37. H 0.243

The following is a quantum chemistry calculation of C10H17Br18ClFN3O2P as an isolated structure, from the OMol25 dataset.

Positions of all 53 atoms, in Å:
1 C 2.762 3.318 -1.343
2 C 1.183 3.552 -1.726
3 C 0.227 2.224 -1.512
4 Cl -0.358 2.026 0.275
5 N -0.903 2.108 -2.512
6 F -0.917 1.006 -3.320
7 C -1.920 3.038 -2.690
8 N -2.943 2.766 -3.776
9 N -1.976 4.306 -1.867
10 P -3.552 4.551 -1.070
11 O -3.443 6.192 -0.398
12 O -3.665 3.514 0.359
13 H 3.359 4.231 -1.806
14 H 2.895 3.401 -0.163
15 H 3.201 2.330 -1.792
16 H 1.016 3.911 -2.830
17 H 0.788 4.414 -1.016
18 H 0.943 1.285 -1.689
19 H -3.319 3.700 -4.056
20 H -3.709 2.130 -3.460
21 H -1.643 5.146 -2.389
22 H -2.812 6.693 -1.004
23 H -3.258 2.631 0.110
24 C -3.426 -0.920 -0.616
25 Br -2.382 -0.683 1.008
26 Br -3.273 0.612 -1.805
27 Br -2.989 -2.586 -1.521
28 H -4.476 -0.987 -0.314
29 C -0.966 -2.643 4.295
30 Br -1.347 -3.310 6.083
31 Br -2.225 -3.333 2.982
32 Br -0.868 -0.701 4.253
33 H 0.024 -3.019 4.018
34 C 2.196 3.894 -5.875
35 Br 2.181 3.892 -7.820
36 Br 0.828 2.724 -5.139
37 Br 3.960 3.481 -5.164
38 H 1.953 4.912 -5.554
39 C -2.995 -6.645 8.244
40 Br -2.076 -8.077 9.188
41 Br -2.819 -4.941 9.167
42 Br -2.432 -6.524 6.386
43 H -4.060 -6.898 8.240
44 C 3.136 -3.260 2.011
45 Br 1.420 -2.370 1.799
46 Br 4.619 -2.004 1.929
47 Br 3.195 -4.344 3.626
48 H 3.249 -3.944 1.163
49 C 5.525 -6.242 -0.272
50 Br 5.489 -4.489 -1.114
51 Br 7.147 -6.513 0.767
52 Br 3.925 -6.569 0.786
53 H 5.533 -6.984 -1.077

Cartesian forces (eV/Å) of the 3 atoms listed first:
-0.21 0.75 0.04
-0.65 0.94 0.54
2.62 -0.93 0.38

Values from the calculation:
Kohn-Sham gap = 6.18 eV
Net charge = +1
E_tot = -47939.1488 Ha
LUMO level = -5.11 eV
Maximum force = 4.083 eV/A

Okay, here come the Mulliken numbers, in e, for every atom:
1. C -1.051
2. C 0.022
3. C -0.475
4. Cl -0.088
5. N 0.751
6. F -0.088
7. C -0.602
8. N -0.270
9. N -0.108
10. P 0.454
11. O -0.492
12. O -0.452
13. H 0.295
14. H 0.289
15. H 0.300
16. H 0.016
17. H 0.240
18. H 0.451
19. H 0.372
20. H 0.241
21. H 0.338
22. H 0.310
23. H 0.319
24. C -0.386
25. Br 0.099
26. Br 0.021
27. Br -0.005
28. H 0.435
29. C 0.040
30. Br 0.026
31. Br -0.028
32. Br -0.051
33. H -0.030
34. C -0.344
35. Br -0.011
36. Br 0.036
37. Br 0.001
38. H 0.382
39. C -0.303
40. Br -0.012
41. Br -0.058
42. Br -0.022
43. H 0.362
44. C -0.046
45. Br 0.112
46. Br -0.016
47. Br -0.031
48. H 0.032
49. C -0.289
50. Br -0.029
51. Br 0.011
52. Br -0.016
53. H 0.347

The following is a quantum chemistry calculation of C10H17Br18GaN as an isolated structure, from the OMol25 dataset.

Positions of all 47 atoms, in Å:
1 C 1.111 6.492 0.056
2 C 1.060 5.125 0.399
3 Ga 2.829 4.041 0.188
4 C 2.676 2.490 1.574
5 N 3.031 2.955 2.943
6 C 1.799 2.919 3.771
7 H 0.725 6.794 -0.945
8 H 1.525 7.211 0.779
9 H 0.161 4.572 0.748
10 H 2.850 3.519 -1.321
11 H 4.078 5.014 0.489
12 H 3.303 1.607 1.310
13 H 1.610 2.179 1.517
14 H 3.307 3.933 2.935
15 H 2.057 2.984 4.857
16 H 1.248 1.964 3.654
17 H 1.159 3.778 3.468
18 C 2.252 0.146 -2.948
19 Br 0.393 0.672 -2.819
20 Br 3.409 1.654 -3.301
21 Br 2.823 -0.842 -1.386
22 H 2.335 -0.524 -3.793
23 C -1.100 -1.061 0.662
24 Br 0.512 -0.346 1.453
25 Br -2.164 0.327 -0.170
26 Br -0.722 -2.508 -0.570
27 H -1.695 -1.477 1.465
28 C -2.353 -4.951 -3.851
29 Br -3.377 -5.366 -2.265
30 Br -0.478 -4.742 -3.443
31 Br -2.645 -6.240 -5.266
32 H -2.704 -3.994 -4.215
33 C -0.215 1.649 7.601
34 Br 1.408 2.365 8.375
35 Br -1.285 3.031 6.772
36 Br 0.154 0.200 6.376
37 H -0.800 1.238 8.414
38 C 0.482 -8.548 -6.831
39 Br 1.473 -9.971 -7.691
40 Br 1.117 -8.216 -5.035
41 Br 0.469 -6.936 -7.900
42 H -0.545 -8.882 -6.748
43 C -6.374 -0.886 0.150
44 Br -5.431 -2.341 -0.708
45 Br -5.703 -0.553 1.933
46 Br -6.354 0.716 -0.934
47 H -7.408 -1.191 0.250

Cartesian forces (eV/Å) of the 3 atoms listed first:
-1.00 -2.13 -0.38
0.87 1.62 1.94
-0.06 -0.01 1.24

Values from the calculation:
Kohn-Sham gap = 3.57 eV
Net charge = -1
E_tot = -48702.7795 Ha
LUMO level = 0.95 eV
Maximum force = 2.671 eV/A

Okay, here come the Mulliken numbers, in e, for every atom:
1. C -0.617
2. C -0.381
3. Ga 0.020
4. C -0.085
5. N -0.550
6. C -0.454
7. H 0.208
8. H 0.224
9. H 0.296
10. H -0.152
11. H -0.332
12. H 0.283
13. H -0.276
14. H 0.256
15. H 0.194
16. H 0.105
17. H 0.275
18. C -0.296
19. Br -0.019
20. Br 0.019
21. Br -0.063
22. H 0.349
23. C -0.400
24. Br 0.080
25. Br 0.001
26. Br 0.047
27. H 0.348
28. C -0.315
29. Br -0.035
30. Br 0.003
31. Br -0.053
32. H 0.382
33. C -0.349
34. Br -0.028
35. Br -0.006
36. Br 0.004
37. H 0.351
38. C -0.290
39. Br -0.054
40. Br 0.008
41. Br -0.008
42. H 0.323
43. C -0.336
44. Br 0.022
45. Br -0.011
46. Br -0.014
47. H 0.327

The following is a quantum chemistry calculation of C10H17Cl2HfN as an isolated structure, from the OMol25 dataset.

Positions of all 31 atoms, in Å:
1 Hf 0.874 -0.044 0.158
2 Cl 0.992 -2.358 0.321
3 Cl 2.123 1.835 0.856
4 C 2.116 -0.134 -1.492
5 H 2.860 0.655 -1.588
6 H 2.401 -1.108 -1.897
7 C -0.490 0.453 -1.528
8 C 0.746 0.340 -2.266
9 H -0.623 0.995 -0.527
10 C 0.573 -0.690 -3.447
11 H 0.978 1.297 -2.773
12 C -0.541 -0.259 -4.382
13 H 1.516 -0.806 -4.007
14 H 0.332 -1.683 -3.017
15 C -1.847 -0.071 -3.628
16 H -0.275 0.682 -4.851
17 H -0.696 -0.981 -5.182
18 C -1.659 0.810 -2.383
19 H -2.617 0.361 -4.274
20 H -2.239 -1.036 -3.323
21 H -1.506 1.868 -2.694
22 H -2.561 0.808 -1.780
23 C -0.644 -0.453 5.643
24 C 0.486 0.231 4.845
25 C 0.315 0.085 3.427
26 N 0.210 -0.023 2.269
27 H -1.627 -0.060 5.354
28 H -0.521 -0.291 6.713
29 H -0.660 -1.535 5.466
30 H 0.522 1.309 5.087
31 H 1.462 -0.199 5.131

Cartesian forces (eV/Å) of the 3 atoms listed first:
-1.60 -0.42 -2.32
-0.03 -1.40 0.58
0.43 1.15 0.66

Values from the calculation:
Kohn-Sham gap = 7.09 eV
E_tot = -1414.4192 Ha
ΔE to the lowest compared entry with this formula, charge and spin = 11.8 kcal per mole
LUMO level = -0.01 eV
Maximum force = 4.555 eV/A

Okay, here come the Mulliken numbers, in e, for every atom:
1. Hf 0.904
2. Cl -0.488
3. Cl -0.537
4. C -1.318
5. H 0.304
6. H 0.417
7. C 0.017
8. C 0.823
9. H -0.036
10. C -0.858
11. H 0.220
12. C -0.762
13. H 0.387
14. H 0.269
15. C -0.674
16. H 0.332
17. H 0.325
18. C -0.748
19. H 0.319
20. H 0.316
21. H 0.290
22. H 0.394
23. C -1.093
24. C -0.206
25. C 0.392
26. N -0.484
27. H 0.333
28. H 0.325
29. H 0.327
30. H 0.260
31. H 0.253